C21H25N2O6S | ωB97M-V/def2-TZVPD

Atoms and positions in Å:
C 0.5210 5.3803 0.1460
C -0.6352 4.4237 0.3790
C -1.2115 4.4435 1.7720
O -0.0907 3.0945 -0.0039
C -1.0370 2.1522 -0.1186
N -0.3527 0.8850 -0.3046
N -1.1385 -0.0784 -0.3670
C -1.7230 -0.5830 -1.5562
O -2.6864 -1.3297 -1.4424
O -1.1809 -0.1845 -2.7098
C -1.3719 -1.1004 -3.8787
C -0.8141 -0.3691 -5.0740
C -2.7659 -1.5636 -4.1770
O -2.2381 2.3201 -0.0541
H 0.3145 6.3770 0.5531
H 1.4373 4.9791 0.5990
H 0.6910 5.4933 -0.9318
H -1.4482 4.6678 -0.3229
H -1.3294 5.4791 2.1154
H -2.2098 3.9873 1.7530
H -0.5585 3.9107 2.4809
H -0.7506 -1.9751 -3.6469
H -0.7645 -1.0385 -5.9420
H -1.4954 0.4522 -5.3356
H 0.1834 0.0425 -4.8981
H -2.7163 -2.2860 -5.0052
H -3.2311 -2.0434 -3.3119
H -3.3804 -0.7159 -4.5149
C -1.5813 -5.1183 0.1110
C -2.0278 -3.7994 0.0333
C -1.4007 -2.8097 0.7835
C -0.3323 -3.1176 1.6121
S 0.4068 -1.7921 2.5777
C 1.2505 -0.8286 1.4212
C 2.3536 -0.0608 1.8224
C 3.3189 0.3220 0.8418
C 4.4045 1.1136 1.1931
C 4.5643 1.5581 2.5156
C 3.6431 1.1653 3.5049
C 2.5649 0.3574 3.1821
O -0.6798 -1.0476 3.1695
O 1.3436 -2.4970 3.4280
C 0.1156 -4.4419 1.7067
C -0.5057 -5.4360 0.9449
H -2.0842 -5.8894 -0.4703
H -2.8644 -3.5185 -0.6027
H -1.7292 -1.7756 0.7037
H 1.0667 -1.0951 0.3877
H 3.1816 -0.0664 -0.1722
H 5.1365 1.3841 0.4282
H 5.3983 2.2096 2.7779
H 3.7787 1.4958 4.5374
H 1.8811 0.0283 3.9671
H 0.9361 -4.6920 2.3771
H -0.1563 -6.4691 1.0157

The calculation puts the electronic energy at -48279.598 eV. The net charge is -1. The energy above the lowest of the compared OMol25 structures with the same formula, charge and spin is 46.7 kcal per mole. The value obtained for the gap between HOMO and LUMO is 3.921 eV.

=====

C21H25N3O2 | ωB97M-V/def2-TZVPD

Atoms and positions in Å:
C 2.4435 -2.9439 -8.7331
C 2.6563 -2.7749 -7.2369
O 3.5247 -1.6785 -7.0337
C 4.0043 -1.5339 -5.7211
C 2.9535 -1.0290 -4.7259
C 3.5944 -0.6813 -3.3820
N 2.6127 -0.2407 -2.4213
C 2.2825 -0.9674 -1.3262
O 2.8475 -2.0038 -1.0321
C 1.1976 -0.3786 -0.4869
C 1.2610 -0.6255 0.8934
C 0.3130 -0.1458 1.7697
C -0.7357 0.5834 1.2279
C -0.8130 0.8436 -0.1623
C 0.1557 0.3567 -1.0293
N -1.9245 1.6066 -0.4233
C -2.4789 1.8078 0.7281
N -1.8263 1.2185 1.7772
C -2.2221 1.2497 3.1228
C -2.6736 2.4391 3.6846
C -3.0713 2.4680 5.0072
C -3.0209 1.3246 5.7953
C -3.4904 1.3556 7.2206
C -4.9889 1.0547 7.2957
C -2.5752 0.1410 5.2200
C -2.1816 0.0951 3.8964
H 1.7709 -3.7759 -8.9217
H 2.0159 -2.0355 -9.1477
H 3.3944 -3.1321 -9.2236
H 1.6906 -2.6012 -6.7401
H 3.1023 -3.6860 -6.8083
H 4.4244 -2.4855 -5.3603
H 4.8140 -0.8023 -5.7979
H 2.1916 -1.7939 -4.5652
H 2.4695 -0.1452 -5.1487
H 4.0711 -1.5653 -2.9513
H 4.3502 0.0999 -3.5183
H 2.1198 0.6155 -2.6158
H 2.0905 -1.2126 1.2565
H 0.3917 -0.3246 2.8311
H 0.0578 0.5372 -2.0884
H -3.3861 2.3635 0.8689
H -2.6997 3.3379 3.0865
H -3.4175 3.3967 5.4371
H -2.9447 0.6136 7.8064
H -3.2993 2.3402 7.6518
H -5.3293 1.0775 8.3281
H -5.1988 0.0709 6.8821
H -5.5523 1.7916 6.7277
H -2.5389 -0.7599 5.8151
H -1.8590 -0.8353 3.4545

The calculation puts the electronic energy at -30749.057 eV. The energy above the lowest of the compared OMol25 structures with the same formula, charge and spin is 28.9 kcal per mole. As for the SMILES: CCOCCCNC(=O)c1ccc2c(c1)ncn2-c1ccc(CC)cc1. The value obtained for the gap between HOMO and LUMO is 9.277 eV.

=====

C21H25N3O3S | ωB97M-V/def2-TZVPD

Atoms and positions in Å:
C -5.1224 -3.8629 0.2333
C -4.5392 -2.5079 0.6082
C -3.7138 -1.9240 -0.5416
N -3.1518 -0.6489 -0.1961
C -1.9418 -0.4243 0.3891
S -0.8740 -1.7378 0.7774
C 0.6236 -0.7557 1.0382
C 1.0641 -0.0756 -0.2464
O 0.5774 -0.3081 -1.3181
C 2.1427 0.9104 -0.0056
C 1.9945 2.2288 0.3297
C 0.7652 3.0289 0.5590
N 3.2497 2.7727 0.4253
C 4.2002 1.8434 0.1610
C 5.6500 2.1539 0.1950
C 3.5465 0.6538 -0.1110
C 4.1563 -0.6292 -0.4288
O 5.3376 -0.8244 -0.6067
O 3.2261 -1.6012 -0.4960
C 3.6736 -2.9091 -0.8400
C 4.1415 -3.6795 0.3872
N -1.6888 0.8337 0.6342
C -2.7979 1.5110 0.1899
C -3.0833 2.8704 0.1973
C -4.3020 3.2703 -0.3115
C -5.2226 2.3536 -0.8189
C -4.9578 0.9979 -0.8360
C -3.7369 0.5885 -0.3285
H -4.3268 -4.5667 0.0010
H -5.7077 -4.2643 1.0564
H -5.7690 -3.7748 -0.6372
H -5.3430 -1.8122 0.8602
H -3.8953 -2.6116 1.4840
H -4.3407 -1.7938 -1.4285
H -2.8911 -2.6023 -0.7878
H 0.4248 -0.0137 1.8111
H 1.4040 -1.4397 1.3700
H 0.8342 3.5798 1.4972
H -0.0985 2.3676 0.5956
H 0.6174 3.7472 -0.2480
H 3.4359 3.7374 0.6494
H 5.9450 2.5192 1.1789
H 6.2092 1.2523 -0.0354
H 5.8955 2.9197 -0.5408
H 2.8104 -3.3911 -1.3041
H 4.4902 -2.8247 -1.5646
H 3.3423 -3.7442 1.1223
H 4.9960 -3.1776 0.8349
H 4.4359 -4.6837 0.0960
H -2.3747 3.5812 0.5914
H -4.5541 4.3206 -0.3182
H -6.1645 2.7132 -1.2057
H -5.6745 0.2917 -1.2279

The calculation puts the electronic energy at -43632.325 eV. The energy above the lowest of the compared OMol25 structures with the same formula, charge and spin is 22.5 kcal per mole. As for the SMILES: CCCn1c(SCC(=O)c2c(C)[nH]c(C)c2C(=O)OCC)nc2ccccc21. The value obtained for the gap between HOMO and LUMO is 8.608 eV.

=====

C21H25N4O6PdSi2 | ωB97M-V/def2-TZVPD

Atoms and positions in Å:
Pd -0.1011 -0.5526 0.1576
C -1.6505 -3.6611 0.0688
Si -0.9093 -2.4176 -1.0977
C 0.5461 -3.0769 -2.0295
C -2.2356 -1.5991 -2.1227
C -3.0732 -2.4267 -2.8761
C -4.0884 -1.8929 -3.6542
C -4.2947 -0.5199 -3.6748
C -3.4818 0.3101 -2.9197
C -2.4403 -0.2164 -2.1500
Si -1.3964 0.9994 -1.2071
C -0.4008 2.0947 -2.3120
C -2.3176 1.9020 0.1305
H -1.9989 -4.5003 -0.5436
H -2.5141 -3.2744 0.6079
H -0.9219 -4.0471 0.7803
H 0.1697 -3.8081 -2.7528
H 1.2525 -3.5880 -1.3741
H 1.0650 -2.2851 -2.5645
H -2.9422 -3.5038 -2.8600
H -4.7228 -2.5458 -4.2385
H -5.0884 -0.0980 -4.2767
H -3.6639 1.3802 -2.9458
H -1.1181 2.6986 -2.8797
H 0.1955 1.5180 -3.0159
H 0.2373 2.7857 -1.7598
H -3.2986 2.1475 -0.2915
H -1.8156 2.8211 0.4277
H -2.4904 1.3017 1.0244
O 3.0107 0.3794 -2.5254
C 2.3190 0.5215 -1.5546
O 1.1390 -0.1074 -1.4477
C 2.7440 1.4706 -0.4360
C 3.9380 2.1748 -0.3443
C 4.0964 2.9869 0.7702
C 3.1561 3.1422 1.7853
C 1.9869 2.4218 1.6517
C 1.8165 1.6181 0.5621
N 0.8899 2.4384 2.6317
O -0.0937 1.7710 2.3368
O 1.0127 3.1064 3.6267
N 5.3642 3.7519 0.8999
O 6.2230 3.5369 0.0772
O 5.4431 4.5272 1.8271
H 4.7196 2.1076 -1.0881
H 3.3558 3.8010 2.6179
H 1.0664 0.9257 0.2744
C 1.9277 -1.4407 2.6727
C 0.4673 -1.3824 2.9517
N -0.5065 -1.4367 2.0526
C -1.7012 -1.3649 2.7478
C -1.4415 -1.2926 4.0731
N -0.0688 -1.3062 4.1808
H 2.0963 -1.5323 1.6002
H 2.3826 -2.3044 3.1586
H 2.4381 -0.5437 3.0265
H -2.6540 -1.3840 2.2490
H -2.0853 -1.2327 4.9316
H 0.4563 -1.2984 5.0402

The calculation puts the electronic energy at -59653.270 eV. The net charge is +1. The energy above the lowest of the compared OMol25 structures with the same formula, charge and spin is 24.5 kcal per mole. The value obtained for the gap between HOMO and LUMO is 8.228 eV.

=====

Calculated max |F| (eV/A), listed in the same order as above: 4.7 0.8 0.8 1.7